Entry 1:
{
  "formula": "C19H21IMnN4O7S2",
  "method": "the ωB97M-V functional and the def2-TZVPD basis",
  "charge": 2,
  "de_lowest_kj_mol": 83.84,
  "energy_ev": -101410.8949,
  "homo_energy_ev": [-14.21, -14.21],
  "multiplicity": 4,
  "orbital_gap_ha": [0.150, 0.194],
  "elements": ["Mn", "O", "S", "O", "O", "C", "C", "C", "C", "C", "C", "S", "O", "O", "O", "H", "H", "H", "H", "C", "C", "N", "C", "C", "C", "O", "C", "C", "C", "C", "N", "C", "H", "H", "H", "H", "H", "H", "H", "H", "H", "H", "H", "H", "H", "H", "I", "C", "C", "N", "N", "C", "H", "H", "H"],
  "coordinates": [[0.093, 0.103, 0.374], [-0.771, 1.760, 0.012], [0.460, 2.408, -0.622], [0.737, 3.739, -0.283], [1.485, 1.367, -0.131], [0.321, 2.163, -2.342], [0.997, 3.100, -3.109], [1.041, 2.948, -4.489], [0.433, 1.864, -5.084], [-0.251, 0.918, -4.323], [-0.328, 1.057, -2.947], [-1.441, -0.125, -2.203], [-2.580, 0.532, -1.668], [-1.566, -1.233, -3.076], [-0.615, -0.788, -0.946], [1.481, 3.938, -2.626], [1.559, 3.685, -5.087], [0.471, 1.742, -6.158], [-0.738, 0.081, -4.802], [-4.828, -2.366, -0.885], [-4.917, -2.516, 0.627], [-5.540, -1.366, 1.282], [-6.989, -1.176, 1.066], [-7.293, 0.045, 0.211], [-4.972, -0.582, 2.204], [-5.552, 0.234, 2.900], [-3.468, -0.629, 2.429], [-3.011, -0.564, 3.742], [-1.650, -0.441, 4.004], [-0.784, -0.347, 2.943], [-1.244, -0.380, 1.673], [-2.555, -0.520, 1.405], [-4.348, -3.240, -1.324], [-4.264, -1.473, -1.167], [-5.822, -2.280, -1.324], [-3.929, -2.682, 1.056], [-5.508, -3.399, 0.877], [-7.474, -1.084, 2.037], [-7.362, -2.081, 0.588], [-6.939, 0.950, 0.702], [-8.370, 0.132, 0.075], [-6.829, -0.030, -0.773], [-3.735, -0.588, 4.547], [-1.263, -0.405, 5.012], [0.285, -0.250, 3.094], [-2.856, -0.495, 0.366], [3.108, -4.965, 1.782], [2.623, -3.014, 1.360], [3.490, -1.926, 1.299], [2.777, -0.843, 0.999], [1.470, -1.166, 0.845], [1.379, -2.496, 1.058], [4.557, -1.876, 1.453], [3.100, 0.093, 0.798], [0.427, -2.999, 0.981]]
}



Entry 2:
{
  "formula": "C19H21N3O3",
  "method": "the ωB97M-V functional and the def2-TZVPD basis",
  "de_lowest_kj_mol": 160.77,
  "energy_ev": -30657.1634,
  "homo_energy_ev": -8.18,
  "smiles": "COc1cccc(NC(=O)[C@@H](c2ccccc2)N2CCNC(=O)C2)c1",
  "orbital_gap_ha": 0.320,
  "elements": ["C", "O", "C", "C", "C", "C", "C", "N", "C", "O", "C", "C", "C", "C", "C", "C", "C", "N", "C", "C", "N", "C", "O", "C", "C", "H", "H", "H", "H", "H", "H", "H", "H", "H", "H", "H", "H", "H", "H", "H", "H", "H", "H", "H", "H", "H"],
  "coordinates": [[-5.101, -2.653, -0.647], [-5.640, -1.352, -0.608], [-4.813, -0.316, -0.309], [-5.402, 0.949, -0.288], [-4.638, 2.059, 0.007], [-3.288, 1.932, 0.284], [-2.697, 0.673, 0.264], [-1.332, 0.588, 0.553], [-0.513, -0.493, 0.553], [-0.843, -1.634, 0.324], [0.922, -0.111, 0.960], [1.940, -1.138, 0.519], [2.937, -1.537, 1.404], [3.929, -2.414, 1.004], [3.931, -2.913, -0.286], [2.927, -2.546, -1.164], [1.938, -1.665, -0.766], [1.225, 1.264, 0.542], [2.379, 1.814, 1.249], [3.154, 2.796, 0.373], [3.559, 2.112, -0.830], [2.670, 1.357, -1.511], [2.953, 0.716, -2.498], [1.276, 1.463, -0.906], [-3.458, -0.453, -0.032], [-4.320, -2.742, -1.408], [-4.693, -2.948, 0.324], [-5.933, -3.307, -0.905], [-6.454, 1.033, -0.505], [-5.097, 3.036, 0.023], [-2.692, 2.803, 0.515], [-0.868, 1.467, 0.751], [0.906, -0.089, 2.060], [2.930, -1.171, 2.423], [4.699, -2.708, 1.703], [4.707, -3.596, -0.602], [2.913, -2.941, -2.168], [1.158, -1.404, -1.463], [2.021, 2.317, 2.155], [3.076, 1.018, 1.544], [4.036, 3.154, 0.906], [2.525, 3.661, 0.127], [4.525, 2.098, -1.116], [0.908, 2.477, -1.119], [0.611, 0.757, -1.399], [-2.974, -1.414, -0.041]]
}



Entry 3:
{
  "formula": "C19H21N3O3",
  "method": "the ωB97M-V functional and the def2-TZVPD basis",
  "de_lowest_kj_mol": 145.83,
  "energy_ev": -30657.3182,
  "homo_energy_ev": -8.48,
  "smiles": "CCCOc1ccc(N2C(=O)C[C@@H](NCc3ccncc3)C2=O)cc1",
  "orbital_gap_ha": 0.335,
  "elements": ["C", "C", "C", "O", "C", "C", "C", "C", "N", "C", "O", "C", "C", "N", "C", "C", "C", "C", "N", "C", "C", "C", "O", "C", "C", "H", "H", "H", "H", "H", "H", "H", "H", "H", "H", "H", "H", "H", "H", "H", "H", "H", "H", "H", "H", "H"],
  "coordinates": [[-7.723, -0.157, 1.740], [-6.734, -0.031, 0.589], [-6.083, -1.379, 0.270], [-5.185, -1.309, -0.820], [-3.947, -0.782, -0.648], [-3.168, -0.698, -1.806], [-1.888, -0.192, -1.761], [-1.356, 0.232, -0.549], [-0.034, 0.753, -0.496], [0.305, 1.897, 0.214], [-0.472, 2.600, 0.798], [1.804, 2.078, 0.109], [2.264, 1.039, -0.912], [3.367, 0.231, -0.443], [4.670, 0.837, -0.648], [5.767, -0.028, -0.094], [5.538, -0.881, 0.979], [6.591, -1.645, 1.457], [7.812, -1.605, 0.950], [8.030, -0.791, -0.068], [7.049, 0.012, -0.628], [1.036, 0.157, -1.126], [1.014, -0.879, -1.735], [-2.115, 0.146, 0.606], [-3.405, -0.352, 0.559], [-8.182, 0.805, 1.949], [-7.222, -0.502, 2.641], [-8.509, -0.867, 1.493], [-5.961, 0.698, 0.841], [-7.245, 0.326, -0.307], [-5.589, -1.792, 1.158], [-6.850, -2.089, -0.054], [-3.596, -1.037, -2.735], [-1.297, -0.133, -2.661], [2.040, 3.107, -0.157], [2.248, 1.867, 1.084], [2.484, 1.521, -1.886], [3.332, -0.680, -0.894], [4.677, 1.794, -0.111], [4.874, 1.056, -1.711], [4.557, -0.943, 1.421], [6.454, -2.323, 2.288], [9.040, -0.788, -0.456], [7.280, 0.657, -1.464], [-1.705, 0.476, 1.547], [-3.968, -0.403, 1.477]]
}



Entry 4:
{
  "formula": "C19H21N5O5S",
  "method": "the ωB97M-V functional and the def2-TZVPD basis",
  "de_lowest_kj_mol": 259.01,
  "energy_ev": -48565.9031,
  "homo_energy_ev": -8.89,
  "smiles": "CCOC(=O)c1ccc(NS(=O)(=O)c2cc(-c3nnnn3CC)ccc2OC)cc1",
  "orbital_gap_ha": 0.330,
  "elements": ["C", "C", "O", "C", "O", "C", "C", "C", "C", "N", "S", "O", "O", "C", "C", "C", "C", "N", "N", "N", "N", "C", "C", "C", "C", "C", "O", "C", "C", "C", "H", "H", "H", "H", "H", "H", "H", "H", "H", "H", "H", "H", "H", "H", "H", "H", "H", "H", "H", "H", "H"],
  "coordinates": [[-8.125, -0.282, 0.107], [-6.978, -1.120, -0.440], [-5.738, -0.420, -0.361], [-5.089, -0.469, 0.813], [-5.481, -1.103, 1.765], [-3.838, 0.319, 0.800], [-3.061, 0.349, 1.956], [-1.880, 1.058, 1.986], [-1.452, 1.754, 0.854], [-0.268, 2.477, 0.885], [0.900, 2.514, -0.318], [1.798, 3.558, 0.067], [0.284, 2.576, -1.603], [1.775, 0.957, -0.115], [3.072, 0.994, 0.339], [3.797, -0.188, 0.473], [5.164, -0.140, 0.967], [5.574, 0.437, 2.077], [6.880, 0.240, 2.144], [7.301, -0.413, 1.145], [6.255, -0.690, 0.365], [6.400, -1.342, -0.907], [6.089, -0.386, -2.053], [3.179, -1.394, 0.156], [1.868, -1.430, -0.283], [1.140, -0.248, -0.423], [-0.143, -0.163, -0.814], [-0.844, -1.343, -1.147], [-2.238, 1.745, -0.299], [-3.416, 1.030, -0.324], [-9.062, -0.815, -0.024], [-8.179, 0.669, -0.417], [-7.972, -0.094, 1.167], [-7.118, -1.332, -1.503], [-6.894, -2.057, 0.121], [-3.402, -0.199, 2.822], [-1.278, 1.078, 2.883], [0.168, 2.561, 1.791], [3.511, 1.950, 0.576], [5.741, -2.214, -0.947], [7.438, -1.678, -0.956], [5.055, -0.049, -2.005], [6.248, -0.890, -3.002], [6.741, 0.483, -2.007], [3.714, -2.324, 0.279], [1.416, -2.382, -0.507], [-0.379, -1.858, -1.993], [-1.843, -1.014, -1.424], [-0.911, -2.020, -0.291], [-1.894, 2.285, -1.164], [-4.025, 1.021, -1.214]]
}